1.
Formula: C15H45F4K3N2O28P5S4
Source: the OMol25 dataset
Level of theory: ωB97M-V/def2-TZVPD

Relative energy (zero: lowest compared OMol25 entry of this formula, charge and spin) in kJ/mol: 1185.0

```
! RIJCOSX wB97M-V def2-TZVPD def2/J DEFGRID3
* xyz 1 1
K 2.852 3.900 2.619
K 4.131 -0.956 6.920
K 5.972 0.117 -0.332
N 7.643 -3.408 4.898
S 9.296 -2.958 5.219
O 10.030 -2.260 4.140
O 9.981 -3.876 6.122
F 8.827 -1.734 6.239
S 7.889 -4.137 3.658
O 8.511 -5.450 3.949
O 8.194 -3.380 2.441
F 6.401 -4.680 3.409
N 1.481 -0.114 0.664
S 0.611 -1.205 1.644
O -0.758 -1.590 1.305
O 1.094 -1.137 2.981
F 1.439 -2.436 1.197
S 0.179 0.603 0.202
O -0.432 1.457 1.201
O -0.597 0.048 -0.876
F 0.982 1.765 -0.544
C 5.223 -6.417 -2.847
O 5.401 -5.943 -4.120
P 5.483 -4.419 -4.532
O 6.141 -3.554 -3.507
O 6.218 -4.506 -6.080
C 7.588 -4.722 -6.175
O 3.860 -4.144 -4.755
C 2.994 -4.062 -3.696
H 5.208 -5.632 -2.091
H 6.002 -7.172 -2.743
H 4.235 -6.876 -2.810
H 7.844 -5.489 -6.907
H 7.988 -5.253 -5.311
H 8.116 -3.820 -6.485
H 2.073 -4.627 -3.835
H 2.533 -3.074 -3.678
H 3.505 -4.311 -2.766
C 0.981 -11.493 8.354
O 1.081 -10.930 7.105
P 0.832 -9.305 6.878
O 1.995 -8.427 7.203
O 0.180 -9.184 5.355
C 0.377 -8.091 4.559
O -0.553 -8.999 7.789
C -1.799 -9.749 7.668
H 1.613 -12.369 8.504
H -0.056 -11.742 8.579
H 1.274 -10.734 9.079
H 0.539 -8.480 3.554
H 1.217 -7.481 4.892
H -0.557 -7.535 4.479
H -2.252 -9.890 8.649
H -1.675 -10.755 7.266
H -2.490 -9.191 7.035
C -2.695 8.107 3.570
O -2.902 8.455 2.254
P -1.609 8.338 1.343
O -0.678 7.225 1.585
O -2.145 8.518 -0.174
C -2.913 7.512 -0.806
O -0.937 9.825 1.728
C 0.195 10.403 1.123
H -3.622 8.448 4.030
H -1.850 8.628 4.022
H -2.569 7.035 3.722
H -3.704 7.843 -1.479
H -3.341 6.733 -0.175
H -2.124 7.099 -1.434
H 0.917 10.997 1.683
H -0.198 11.158 0.442
H 0.689 9.718 0.433
C -0.550 5.830 -9.402
O -1.188 6.905 -8.693
P -1.333 6.994 -7.081
O -2.163 8.175 -6.606
O -1.805 5.443 -6.673
C -1.246 4.660 -5.619
O 0.215 7.152 -6.554
C 0.489 7.718 -5.271
H -0.339 5.001 -8.727
H 0.373 6.281 -9.766
H -1.220 5.547 -10.213
H -0.916 3.687 -5.983
H -1.925 4.369 -4.818
H -0.307 4.911 -5.127
H -0.279 8.349 -4.825
H 1.420 8.242 -5.487
H 0.692 7.004 -4.473
C -10.407 1.008 -2.323
O -9.164 0.621 -1.889
P -8.204 1.465 -0.783
O -6.915 1.987 -1.332
O -8.079 0.396 0.372
C -6.784 0.048 0.897
O -9.260 2.529 -0.113
C -8.803 3.800 0.288
H -11.018 0.113 -2.435
H -10.368 1.281 -3.377
H -10.968 1.750 -1.754
H -6.354 0.944 1.343
H -6.085 -0.305 0.139
H -6.979 -0.755 1.608
H -8.542 4.015 1.324
H -9.525 4.529 -0.080
H -7.821 4.072 -0.100
*
```

=====

2.
Formula: C15H46B4CaF12N4O6
Source: the OMol25 dataset
Level of theory: ωB97M-V/def2-TZVPD

Relative energy (zero: lowest compared OMol25 entry of this formula, charge and spin) in kJ/mol: 0.0

```
! RIJCOSX wB97M-V def2-TZVPD def2/J DEFGRID3
* xyz 0 1
Ca -2.122 -0.385 1.908
N 0.409 -2.794 2.658
O -0.745 -2.268 2.531
O 1.069 -2.553 3.659
O 0.825 -3.432 1.710
B -0.674 -0.392 -0.052
H -0.295 -0.109 0.918
H -1.019 0.446 -0.637
H 0.041 -0.950 -0.637
H -1.521 -1.058 -0.005
C -2.045 -4.287 -0.759
N -1.069 -4.800 -1.854
C -0.335 -6.014 -1.214
C -1.791 -5.350 -3.094
C -0.002 -3.746 -2.224
C -0.350 -2.626 -3.313
O -1.386 -1.946 -2.714
H -2.798 -3.672 -1.251
H -1.536 -3.602 -0.081
H -2.449 -5.140 -0.214
H 0.090 -5.551 -0.324
H 0.485 -6.338 -1.856
H -1.015 -6.856 -1.088
H -2.217 -4.570 -3.725
H -2.618 -5.955 -2.720
H -1.068 -5.894 -3.701
H 0.762 -4.336 -2.731
H 0.397 -3.347 -1.291
H -0.647 -3.043 -4.276
H 0.505 -1.968 -3.471
H -1.006 -1.408 -2.016
C 2.710 2.096 3.623
N 3.290 0.673 3.239
C 3.039 -0.297 4.411
C 2.594 0.137 1.997
C 4.813 0.971 2.983
C 5.724 -0.274 2.878
O 5.456 -1.086 1.766
H 2.830 2.291 4.689
H 1.649 1.907 3.461
H 3.186 2.846 2.992
H 1.959 -0.177 4.493
H 3.592 0.139 5.244
H 3.254 -1.342 4.190
H 1.566 0.073 2.354
H 2.967 -0.849 1.719
H 2.615 0.881 1.201
H 5.114 1.607 3.815
H 4.914 1.534 2.055
H 5.576 -0.944 3.725
H 6.777 0.006 2.866
H 6.256 -1.593 1.613
C -1.640 4.027 -2.852
N -0.177 4.431 -2.699
C 0.084 5.622 -3.671
C -0.006 4.910 -1.241
C 0.891 3.287 -2.981
C 0.541 1.885 -2.607
O 0.789 1.813 -1.215
H -1.883 3.167 -2.228
H -1.944 3.796 -3.873
H -2.187 4.911 -2.524
H 1.110 5.979 -3.574
H -0.642 6.416 -3.494
H -0.071 5.275 -4.692
H -0.215 4.013 -0.657
H -0.616 5.781 -1.002
H 0.984 5.337 -1.084
H 1.822 3.671 -2.565
H 1.046 3.432 -4.051
H 1.177 1.133 -3.076
H -0.462 1.655 -2.964
H 0.145 1.169 -0.911
B -4.575 1.716 0.002
F -5.575 1.202 -0.817
F -3.993 2.826 -0.662
F -5.086 2.119 1.231
F -3.658 0.726 0.407
B -4.496 -2.113 1.884
F -3.906 -1.666 3.087
F -4.657 -3.469 1.997
F -5.754 -1.516 1.878
F -3.842 -1.691 0.708
B -1.789 3.090 2.179
F -1.274 1.796 2.061
F -3.060 3.043 2.681
F -0.927 3.889 2.935
F -1.914 3.681 0.937
*
```

=====

3.
Formula: C15H46O15
Source: the OMol25 dataset
Level of theory: ωB97M-V/def2-TZVPD

Structure (SMILES): OCCO.OCCO.OCCO.OCCO.OCCO.OCCO.OCCO.CO
Relative energy (zero: lowest compared OMol25 entry of this formula, charge and spin) in kJ/mol: 191.5

```
! RIJCOSX wB97M-V def2-TZVPD def2/J DEFGRID3
* xyz 0 1
O 0.830 -0.223 5.241
C -0.529 -0.705 5.038
C -0.901 -0.611 3.472
O 0.204 -1.183 2.724
H 1.013 -0.625 6.093
H -0.544 -1.766 5.287
H -1.262 -0.327 5.751
H -0.989 0.414 3.112
H -1.832 -1.103 3.191
H 0.982 -0.977 3.246
O 3.001 0.111 0.522
C 3.747 0.972 -0.250
C 5.070 0.436 -0.862
O 4.767 -0.646 -1.796
H 3.252 0.125 1.448
H 3.116 1.123 -1.126
H 3.914 1.929 0.244
H 5.644 0.007 -0.041
H 5.594 1.352 -1.135
H 5.574 -0.966 -2.206
O 1.227 4.607 1.618
C 0.472 4.175 2.811
C 0.929 2.724 3.115
O 0.168 2.368 4.324
H 1.573 5.483 1.806
H 0.554 4.871 3.646
H -0.587 4.231 2.559
H 2.001 2.547 3.206
H 0.760 2.075 2.256
H 0.405 1.441 4.406
O 3.494 0.407 -5.866
C 3.002 0.459 -4.544
C 1.661 1.154 -4.337
O 0.719 0.352 -5.061
H 2.822 -0.112 -6.314
H 2.858 -0.601 -4.335
H 3.731 0.765 -3.793
H 1.731 2.136 -4.806
H 1.361 1.434 -3.327
H 0.506 -0.438 -4.559
O -3.867 -0.761 -0.031
C -2.854 -1.774 0.069
C -2.784 -2.510 -1.253
O -3.625 -3.559 -1.358
H -4.580 -1.135 -0.554
H -1.935 -1.240 0.312
H -3.009 -2.467 0.896
H -1.755 -2.866 -1.294
H -2.939 -1.797 -2.063
H -3.245 -4.271 -0.839
O -3.145 1.950 0.520
C -3.700 2.016 1.824
C -4.969 1.217 2.094
O -4.769 -0.108 2.529
H -3.097 0.999 0.394
H -2.939 1.746 2.557
H -3.953 3.055 2.036
H -5.611 1.173 1.214
H -5.553 1.752 2.844
H -4.524 -0.658 1.781
O -0.032 -1.857 -2.849
C 0.798 -2.952 -2.459
C 0.459 -4.208 -3.251
O -0.957 -4.551 -3.125
H 0.050 -1.142 -2.214
H 1.835 -2.705 -2.687
H 0.735 -3.166 -1.392
H 1.007 -5.094 -2.931
H 0.656 -4.085 -4.316
H -1.499 -3.772 -3.266
C -0.372 1.086 -0.683
O 0.539 0.126 -0.975
H -0.537 0.964 0.388
H 0.042 2.065 -0.920
H -1.247 0.882 -1.300
H 1.340 0.231 -0.457
*
```

=====

4.
Formula: C15H47BO6
Source: the OMol25 dataset
Level of theory: ωB97M-V/def2-TZVPD

Relative energy (zero: lowest compared OMol25 entry of this formula, charge and spin) in kJ/mol: 0.0

```
! RIJCOSX wB97M-V def2-TZVPD def2/J DEFGRID3
* xyz 0 1
O -0.407 0.484 -0.246
H -0.014 1.065 -0.945
H -0.475 -0.473 -0.643
H 0.218 0.440 0.518
B -0.408 -2.255 -1.064
H -1.037 -1.371 -1.601
H 0.599 -2.446 -1.697
H -0.114 -1.968 0.071
H -1.005 -3.290 -1.063
C 1.289 3.447 -0.911
C 1.037 3.087 -2.345
C 2.280 3.189 -3.214
O 0.491 1.750 -2.393
H 1.557 4.500 -0.780
H 2.103 2.912 -0.413
H 0.384 3.333 -0.304
H 0.257 3.740 -2.751
H 2.917 2.325 -3.002
H 2.872 4.061 -2.935
H 2.059 3.228 -4.279
H 0.535 1.443 -3.303
C 3.758 -1.013 -2.865
C 3.632 -1.327 -1.381
C 4.758 -0.704 -0.572
O 2.414 -0.792 -0.879
H 3.534 0.034 -3.086
H 3.032 -1.580 -3.455
H 4.756 -1.237 -3.248
H 3.631 -2.412 -1.245
H 4.656 0.370 -0.444
H 5.728 -0.991 -0.983
H 4.769 -1.189 0.411
H 1.677 -1.379 -1.148
C 3.074 2.044 2.503
C 2.369 0.873 1.860
C 2.726 -0.421 2.567
O 0.935 1.063 1.954
H 2.909 2.062 3.587
H 2.701 3.011 2.153
H 4.153 2.012 2.351
H 2.625 0.790 0.804
H 3.771 -0.701 2.454
H 2.087 -1.243 2.243
H 2.500 -0.307 3.634
H 0.772 1.597 2.736
C -3.759 2.026 2.682
C -3.009 0.820 2.168
C -3.061 -0.337 3.150
O -3.537 0.438 0.913
H -4.804 1.804 2.903
H -3.745 2.832 1.948
H -3.271 2.375 3.595
H -1.953 1.103 2.023
H -2.855 -0.016 4.176
H -2.466 -1.208 2.884
H -4.111 -0.655 3.220
H -3.371 -0.510 0.785
C -5.193 -3.294 0.431
C -4.000 -3.111 -0.491
C -4.354 -2.469 -1.826
O -3.084 -2.271 0.211
H -6.015 -3.860 -0.003
H -5.560 -2.330 0.789
H -4.829 -3.841 1.305
H -3.557 -4.095 -0.686
H -5.168 -3.007 -2.320
H -3.500 -2.474 -2.507
H -4.642 -1.426 -1.683
H -2.263 -2.255 -0.321
*
```

=====

5.
Formula: C15H48AsF6N2O15S5
Source: the OMol25 dataset
Level of theory: ωB97M-V/def2-TZVPD

```
! RIJCOSX wB97M-V def2-TZVPD def2/J DEFGRID3
* xyz 2 2
N 2.322 3.794 -0.237
H 1.708 4.581 -0.390
H 1.953 2.948 -0.647
H 2.496 3.677 0.751
H 3.189 3.977 -0.723
N 1.906 2.065 3.860
H 2.087 3.038 3.660
H 1.735 1.855 4.833
H 2.730 1.604 3.502
H 1.067 1.859 3.339
As 0.716 0.115 -0.196
F 1.529 0.885 1.212
F -0.635 1.281 0.140
F -0.150 -0.562 -1.603
F 2.234 -0.906 -0.534
F -0.155 -1.129 0.852
F 1.340 1.378 -1.246
O -4.995 1.195 -0.617
S -4.841 0.110 0.368
O -4.589 0.459 1.735
O -5.948 -1.045 0.206
C -6.858 -1.015 -0.882
C -8.100 -0.173 -0.459
C -3.349 -0.951 -0.224
H -7.169 -2.046 -1.053
H -6.296 -0.563 -1.699
H -7.924 0.901 -0.387
H -8.487 -0.635 0.449
H -8.884 -0.346 -1.196
H -3.622 -1.476 -1.139
H -3.208 -1.672 0.582
H -2.439 -0.385 -0.425
O -1.866 -0.456 6.024
S -0.849 -1.275 5.385
O 0.569 -0.933 5.515
O -1.097 -2.877 5.855
C -2.424 -3.448 6.102
C -2.612 -4.949 5.808
C -1.251 -1.342 3.609
H -3.166 -2.858 5.565
H -2.591 -3.220 7.155
H -3.663 -5.168 5.996
H -2.016 -5.595 6.454
H -2.379 -5.150 4.763
H -0.786 -2.192 3.109
H -1.079 -0.393 3.102
H -2.314 -1.551 3.487
O -0.673 2.860 -4.740
S -1.517 3.745 -3.911
O -2.203 4.929 -4.478
O -2.648 2.848 -3.250
C -2.206 1.545 -2.768
C -3.158 0.487 -3.245
C -0.622 4.239 -2.349
H -2.074 1.463 -1.690
H -1.241 1.237 -3.170
H -2.807 -0.527 -3.048
H -3.258 0.565 -4.327
H -4.114 0.660 -2.751
H -0.330 3.373 -1.753
H -1.316 4.882 -1.808
H 0.220 4.880 -2.611
O 3.900 0.382 3.054
S 5.216 0.317 2.446
O 6.376 0.890 3.171
O 5.564 -1.332 2.209
C 4.546 -2.141 1.603
C 4.813 -2.683 0.236
C 5.200 0.952 0.645
H 3.595 -1.610 1.647
H 4.447 -3.009 2.255
H 5.831 -3.043 0.090
H 4.597 -1.868 -0.455
H 4.065 -3.433 -0.022
H 4.796 1.962 0.720
H 4.562 0.319 0.028
H 6.245 1.091 0.369
O 4.369 1.321 -2.803
S 3.973 0.909 -4.161
O 4.680 1.404 -5.326
O 4.000 -0.748 -4.227
C 3.177 -1.544 -3.456
C 2.165 -2.161 -4.422
C 2.128 1.325 -4.449
H 2.749 -0.938 -2.657
H 3.844 -2.192 -2.888
H 1.412 -1.455 -4.773
H 1.708 -3.010 -3.913
H 2.756 -2.557 -5.248
H 1.654 0.620 -5.131
H 2.195 2.325 -4.878
H 1.544 1.315 -3.529
*
```

=====

| no. | total energy (Eh) |
| --- | --- |
| 1 | -8313.50131 |
| 2 | -3245.40158 |
| 3 | -1727.51377 |
| 4 | -1075.90711 |
| 5 | -6663.57635 |